Entry 1:
{"formula": "C17H27F16NO6P", "method": "ωB97M-V/def2-TZVPD", "e_above_lowest_kcal_mol": 0.00, "homo_energy_ev": -12.54, "homo_lumo_gap_ev": 8.650, "total_charge": 1, "symbols": ["C", "C", "O", "C", "C", "C", "C", "C", "N", "P", "O", "O", "O", "H", "H", "H", "H", "H", "H", "H", "H", "H", "H", "H", "H", "H", "H", "H", "H", "H", "H", "H", "C", "C", "C", "F", "F", "F", "F", "O", "C", "C", "F", "F", "F", "F", "H", "H", "H", "H", "C", "C", "C", "F", "F", "F", "F", "O", "C", "C", "F", "F", "F", "F", "H", "H", "H", "H"], "xyz": [[4.258051, 0.368907, 2.549383], [3.808631, 0.440496, 1.048802], [3.821936, 1.755205, 0.486240], [2.492662, 2.214047, 0.214981], [2.060886, 1.974783, -1.276714], [2.112422, 0.488789, -1.757398], [0.939082, -0.454178, -1.311115], [-0.274725, 0.203411, -0.573881], [-0.184348, -0.167092, 0.904987], [-1.403057, 0.731333, 1.823571], [-0.903726, 2.153522, 1.915642], [-2.879940, 0.703384, 1.036266], [-1.569864, 0.100154, 3.343332], [3.812649, 1.177426, 3.183148], [3.870812, -0.608860, 2.951231], [5.368050, 0.319894, 2.643469], [4.536871, -0.168325, 0.446210], [2.809854, -0.067854, 0.899278], [2.544607, 3.328859, 0.347218], [1.749494, 1.860846, 0.979260], [2.803682, 2.536264, -1.905057], [1.085909, 2.500411, -1.445988], [3.075633, -0.001171, -1.458525], [2.133767, 0.499376, -2.879654], [0.555659, -0.989001, -2.219269], [1.343618, -1.275706, -0.651270], [-0.441155, 1.287156, -0.742548], [-1.205078, -0.311080, -0.938395], [-0.244123, -1.191381, 1.020201], [0.758938, 0.120496, 1.227681], [-3.519906, 0.315245, 1.664613], [-1.876159, 0.834293, 3.908950], [4.704802, -5.948524, -0.843971], [4.587242, -4.700861, 0.064496], [3.435844, -3.729757, -0.213669], [3.497698, -3.170372, -1.432371], [3.474753, -2.696397, 0.674093], [5.767501, -4.048221, 0.068313], [4.404977, -5.162679, 1.333342], [5.649044, -5.914800, -1.923677], [5.279026, -5.366993, -3.162559], [6.106133, -4.128405, -3.521500], [5.974221, -3.155446, -2.597748], [5.691125, -3.614808, -4.700727], [3.954092, -5.143905, -3.196248], [5.516400, -6.322277, -4.077974], [5.090628, -6.738196, -0.196716], [3.730285, -6.311695, -1.174393], [2.466785, -4.225425, -0.109505], [7.165039, -4.381299, -3.599634], [-6.013051, 2.749445, 0.226912], [-6.409792, 3.884557, -0.747977], [-6.292571, 5.326440, -0.241935], [-7.086064, 5.579863, 0.809195], [-6.668352, 6.186549, -1.216781], [-7.651471, 3.642247, -1.214288], [-5.573780, 3.776619, -1.820443], [-7.062621, 2.066363, 0.930877], [-7.556472, 2.588666, 2.138245], [-9.034368, 2.982834, 2.043866], [-9.241501, 3.910936, 1.094771], [-9.450940, 3.509658, 3.215004], [-6.769573, 3.585583, 2.567281], [-7.429140, 1.600214, 3.048533], [-5.579161, 1.967048, -0.399464], [-5.205276, 3.046978, 0.898053], [-5.261583, 5.563436, 0.035303], [-9.651011, 2.112975, 1.808646]], "atomic_forces_ev_per_a": [[-0.628, -0.617, -0.135], [1.156, -0.766, 0.075], [-1.537, -0.791, 0.356], [0.254, 1.503, -0.567], [0.799, 0.019, 0.300], [0.059, 0.110, -0.505], [0.122, -0.243, -0.087], [-0.778, -1.425, -1.760], [-0.466, -0.350, 0.296], [-1.547, 5.644, 2.362], [-0.632, -3.295, -0.746], [2.713, -1.310, 1.615], [0.063, -0.268, -2.906], [0.519, -0.540, -0.659], [0.411, 0.819, -0.280], [-0.909, 0.392, -0.076], [-0.698, 0.392, 0.537], [0.723, 0.557, 0.193], [-0.236, -0.963, -0.027], [0.550, 0.079, -0.478], [-0.631, -0.494, 0.606], [0.651, -0.617, 0.040], [-0.784, 0.663, -0.201], [-0.089, -0.007, 1.008], [0.186, 0.527, 0.876], [-0.354, 0.715, -0.545], [0.488, -0.648, 0.652], [0.757, 0.555, 0.483], [0.059, 0.302, -0.224], [-0.324, 0.110, 0.222], [-0.118, -0.025, -0.417], [0.260, -0.057, 0.000], [0.152, -0.692, -0.251], [0.964, -0.296, -0.364], [-0.363, 0.154, 0.219], [0.170, -0.073, -0.278], [0.024, -0.084, 0.242], [-0.174, 0.258, -0.113], [-0.455, 0.024, -0.046], [-0.500, 1.146, -0.102], [-0.270, -1.267, 0.955], [0.506, 0.371, -0.257], [-0.224, -0.108, 0.250], [-0.174, -0.265, -0.009], [-0.102, 0.467, -0.078], [0.279, 0.229, -0.175], [0.106, 0.208, 0.034], [-0.058, 0.303, -0.082], [0.078, -0.163, 0.053], [-0.049, -0.201, 0.010], [0.216, -0.584, 0.207], [-0.673, -0.618, 0.050], [0.236, 0.758, -0.222], [-0.165, -0.385, 0.274], [0.095, -0.290, -0.219], [-0.036, 0.169, 0.139], [0.319, 0.174, 0.194], [-0.332, 1.001, 0.187], [1.232, -0.464, -0.727], [-0.731, 0.024, -0.043], [0.333, 0.031, -0.149], [0.298, -0.138, 0.164], [-0.217, 0.330, 0.084], [-0.337, -0.105, 0.073], [-0.229, 0.099, -0.118], [-0.197, 0.315, 0.071], [0.073, -0.160, -0.022], [0.165, -0.142, 0.043]]}

---

Entry 2:
{"formula": "C17H27FeN3S2", "method": "ωB97M-V/def2-TZVPD", "homo_energy_ev": [-14.63, -14.65], "homo_lumo_gap_ev": [8.462, 8.316], "total_charge": 2, "spin_multiplicity": 5, "symbols": ["Fe", "S", "S", "C", "C", "C", "N", "C", "C", "H", "H", "H", "H", "H", "H", "H", "H", "C", "H", "H", "H", "H", "H", "H", "H", "C", "C", "H", "H", "H", "H", "N", "C", "C", "C", "C", "C", "C", "C", "C", "N", "C", "H", "H", "H", "H", "H", "H", "H", "H"], "xyz": [[-0.096538, -0.513293, -0.171095], [1.721157, -1.753143, -1.107386], [-2.174417, 0.721813, -0.122487], [1.988415, -1.013802, -2.767778], [0.758502, -3.217868, -1.586182], [-0.655208, -2.911933, -2.087347], [-1.392449, -2.114330, -1.075583], [-2.681932, -1.610742, -1.590483], [-3.292992, -0.655337, -0.579508], [0.715980, -3.869479, -0.697558], [1.341104, -3.714016, -2.373407], [-1.190982, -3.863130, -2.285410], [-0.614898, -2.348712, -3.032471], [-3.372068, -2.450749, -1.765342], [-2.517628, -1.105405, -2.554698], [-3.549923, -1.172112, 0.354795], [-4.189357, -0.169988, -0.978096], [-2.211930, 1.664874, -1.692730], [-1.595181, -2.739160, -0.285923], [-1.746723, 1.110972, -2.516743], [-1.642734, 2.586589, -1.522036], [-3.257905, 1.907727, -1.925788], [2.633253, -0.130412, -2.651492], [1.038986, -0.691527, -3.222688], [2.488898, -1.756591, -3.411226], [-0.693307, -2.745420, 2.394259], [0.066808, -2.198666, 3.389076], [-0.319387, -3.543280, 1.742003], [-1.783763, -2.586355, 2.371235], [1.107849, -2.463576, 3.655376], [-0.361864, -1.495195, 4.130367], [0.287277, -0.037129, 1.850553], [0.894386, 1.218993, 2.088399], [0.997295, 1.704639, 3.382268], [1.534979, 2.991203, 3.551297], [1.926886, 3.741739, 2.450106], [1.798582, 3.255731, 1.117490], [2.103178, 3.996966, -0.040270], [1.849252, 3.446982, -1.286980], [1.314278, 2.149090, -1.384293], [1.006110, 1.416433, -0.303343], [1.280976, 1.937611, 0.940932], [0.766590, -0.793039, 2.375165], [-0.617489, -0.067319, 2.320217], [0.658707, 1.073137, 4.216309], [1.615338, 3.378413, 4.562492], [2.337633, 4.744640, 2.581730], [2.532607, 4.990788, 0.102290], [2.058659, 4.001597, -2.194097], [1.134992, 1.691768, -2.363920]], "atomic_forces_ev_per_a": [[0.248, 0.555, 0.006], [0.131, -0.177, -0.648], [-0.635, -0.003, -0.641], [-0.033, 0.092, -0.020], [-0.035, -0.341, -0.174], [0.068, -0.259, 0.025], [0.307, -0.073, -0.093], [-0.184, -0.010, 0.035], [-0.131, 0.381, 0.083], [0.166, 0.193, -0.340], [-0.227, -0.122, 0.304], [0.327, 0.437, -0.009], [-0.094, -0.115, 0.350], [0.101, 0.267, -0.048], [0.044, -0.204, 0.317], [-0.001, 0.172, -0.200], [-0.005, -0.324, 0.129], [0.063, 0.069, 0.170], [0.050, 0.212, -0.231], [-0.185, 0.104, 0.208], [-0.231, -0.217, -0.026], [0.382, -0.039, 0.065], [-0.138, -0.446, 0.047], [0.343, -0.205, 0.123], [-0.202, 0.339, 0.325], [0.688, -0.095, 1.764], [-1.152, -1.262, 0.057], [0.084, 0.378, 0.253], [0.593, 0.228, -0.067], [-0.563, -0.051, -0.701], [-0.007, -0.519, -0.594], [-0.225, -1.381, 0.563], [0.069, 0.665, 0.615], [0.151, -0.185, -1.193], [0.224, 0.449, -0.306], [0.034, -0.028, 0.331], [-0.218, -0.841, 0.503], [-0.026, -0.103, -0.318], [0.233, 0.249, 0.356], [-0.130, -0.262, 1.013], [0.433, 0.269, -0.556], [-0.314, 0.985, -0.131], [0.063, 0.697, -0.845], [-0.041, 0.189, -0.175], [0.207, 0.504, -0.316], [0.107, 0.146, -0.241], [-0.144, -0.290, 0.074], [-0.174, -0.220, -0.341], [0.023, -0.060, 0.094], [-0.040, 0.251, 0.405]]}

---

Entry 3:
{"formula": "C17H27N3O4", "method": "ωB97M-V/def2-TZVPD", "e_above_lowest_kcal_mol": 4.64, "homo_energy_ev": -8.44, "homo_lumo_gap_ev": 9.161, "total_charge": 0, "smiles": "CCOC(=O)c1[nH]c(C)c(C(=O)NCCCN2CCOCC2)c1C", "symbols": ["C", "C", "O", "C", "O", "C", "N", "C", "C", "C", "C", "O", "N", "C", "C", "C", "N", "C", "C", "O", "C", "C", "C", "C", "H", "H", "H", "H", "H", "H", "H", "H", "H", "H", "H", "H", "H", "H", "H", "H", "H", "H", "H", "H", "H", "H", "H", "H", "H", "H", "H"], "xyz": [[1.575024, 6.152302, -3.745782], [0.698122, 4.930175, -3.548348], [1.112050, 4.265457, -2.356705], [0.410836, 3.153609, -2.028330], [-0.512745, 2.742123, -2.693882], [0.919401, 2.558639, -0.810055], [1.978214, 3.105243, -0.125941], [2.283468, 2.343690, 0.940035], [3.384329, 2.687071, 1.872408], [1.386677, 1.279350, 0.978735], [1.427682, 0.210612, 1.998261], [2.453848, -0.136852, 2.557492], [0.220831, -0.330847, 2.292672], [0.075852, -1.493945, 3.132069], [-0.269804, -2.748532, 2.323077], [-1.700691, -2.713929, 1.780069], [-1.856415, -3.586123, 0.630006], [-3.075688, -3.308140, -0.111021], [-3.112913, -4.186333, -1.361435], [-3.063110, -5.553662, -1.031242], [-1.897088, -5.834427, -0.294271], [-1.823651, -4.996022, 0.981734], [0.524254, 1.408240, -0.139393], [-0.564800, 0.496522, -0.590678], [1.274951, 6.672774, -4.650395], [2.616984, 5.856374, -3.836085], [1.475993, 6.826907, -2.899270], [0.787613, 4.234752, -4.390671], [-0.357723, 5.207372, -3.450491], [2.449579, 3.947398, -0.414344], [3.109615, 3.538925, 2.495613], [3.587019, 1.831795, 2.510325], [4.286353, 2.945122, 1.319885], [-0.589141, -0.004545, 1.795162], [-0.695571, -1.307897, 3.886722], [1.038524, -1.629545, 3.630429], [0.420519, -2.827491, 1.481807], [-0.129723, -3.620892, 2.961634], [-2.414714, -2.964033, 2.585806], [-1.932501, -1.702198, 1.437320], [-3.079409, -2.257382, -0.409699], [-3.975491, -3.508228, 0.498541], [-4.043460, -4.035523, -1.911148], [-2.259299, -3.926434, -2.005311], [-1.933424, -6.898521, -0.054901], [-1.008683, -5.626336, -0.909464], [-0.889792, -5.215489, 1.499603], [-2.669532, -5.263120, 1.641428], [-0.743978, 0.655326, -1.650976], [-0.300771, -0.545678, -0.421083], [-1.499458, 0.718268, -0.071558]], "atomic_forces_ev_per_a": [[-0.143, -0.386, 0.223], [-0.229, 0.210, -0.476], [0.185, -0.059, 0.280], [-0.210, 0.023, -0.312], [0.139, 0.078, 0.108], [-0.243, -0.467, 0.259], [0.100, 0.029, 0.029], [-0.064, -0.210, 0.171], [0.049, 0.042, 0.087], [0.310, 0.321, -0.211], [-0.162, 0.217, -0.063], [0.270, -0.132, 0.100], [-0.381, -0.061, -0.030], [0.148, -0.399, 0.086], [-0.192, 0.211, 0.174], [0.327, -0.098, -0.054], [-0.161, 0.067, -0.016], [0.005, -0.220, -0.267], [-0.133, 0.385, 0.060], [-0.132, -0.110, 0.014], [0.202, -0.058, 0.325], [0.036, -0.146, -0.296], [0.088, 0.479, -0.335], [0.007, 0.010, -0.171], [-0.013, 0.069, -0.089], [0.113, 0.026, -0.042], [0.007, 0.113, 0.044], [-0.063, 0.106, 0.131], [0.159, -0.077, -0.050], [-0.009, -0.068, 0.053], [0.023, 0.057, 0.042], [0.054, 0.049, -0.005], [0.099, 0.020, 0.002], [0.099, 0.099, -0.001], [0.101, -0.006, 0.026], [-0.204, 0.041, 0.040], [0.042, -0.031, -0.004], [0.042, -0.069, 0.010], [-0.014, 0.073, -0.044], [-0.055, 0.031, 0.015], [-0.038, 0.006, 0.014], [0.018, 0.045, -0.035], [0.079, 0.051, 0.003], [-0.082, 0.008, 0.022], [0.073, 0.063, 0.002], [-0.043, -0.049, 0.062], [-0.009, -0.063, 0.034], [0.059, 0.006, 0.009], [-0.094, -0.077, 0.020], [-0.041, -0.090, 0.029], [-0.119, -0.060, 0.027]]}

---

Q: Number 2 is which compound?
A: C17H27FeN3S2

---

Q: Number 3 is which compound?
A: C17H27N3O4